# C36H54F6KN5O4S2Sb

A structure of composition C36H54F6KN5O4S2Sb at a distorted geometry (ωB97M-V with the def2-TZVPD basis set, the Open Molecules 2025 dataset).

XYZ file:
```
109
Properties=species:S:1:pos:R:3:forces:R:3
K -0.492751 -0.714887 -0.443408 3.4 1.3 0.4
C 2.892806 1.945123 1.401425 -0.1 0.0 0.0
N 1.947283 1.085383 2.090405 0.0 0.1 0.0
C 1.479892 1.649325 3.338671 0.0 0.0 -0.1
C -0.027703 1.652642 3.549732 0.0 -0.1 0.0
C -0.508920 2.116610 4.774875 0.0 0.0 0.0
C -1.870301 2.132928 5.003576 0.0 0.0 0.0
C -2.716218 1.674245 4.003897 0.0 0.0 0.0
C -2.147791 1.231119 2.822325 0.0 0.0 0.0
N -0.833587 1.224692 2.587538 0.0 0.1 0.0
C 2.470485 -0.264952 2.224242 0.0 0.0 0.0
C 1.471088 -1.226308 2.808539 -0.1 0.0 0.0
C 1.682966 -1.816609 4.048449 0.0 0.0 0.0
C 0.739303 -2.699833 4.548553 0.0 0.0 0.0
C -0.390686 -2.959888 3.795691 0.0 0.0 0.0
C -0.517509 -2.324810 2.568530 0.0 0.0 -0.1
N 0.383913 -1.481913 2.078669 0.1 -0.2 0.2
C 3.181424 1.480830 -0.007577 0.0 0.0 0.0
C 4.478965 1.446061 -0.497954 0.0 0.0 0.0
C 4.686586 1.046885 -1.810576 0.0 0.0 0.0
C 3.596973 0.680862 -2.577590 0.1 0.0 0.0
C 2.334508 0.743683 -2.001596 -0.1 0.0 0.1
N 2.125677 1.146413 -0.750161 0.0 0.0 0.0
H 3.845390 2.042715 1.954047 0.0 0.0 0.0
H 2.453096 2.942273 1.336069 0.0 0.1 0.0
H 1.816958 2.688080 3.420350 0.0 0.0 0.0
H 1.927842 1.128217 4.197261 0.0 0.0 0.0
H 0.187234 2.453017 5.534827 0.0 0.0 0.0
H -2.265564 2.491057 5.946239 0.0 0.0 0.0
H -3.789779 1.655370 4.133312 0.0 0.0 0.0
H -2.772506 0.852610 2.021293 0.0 0.0 -0.1
H 3.387756 -0.273504 2.841190 0.0 0.0 0.0
H 2.734982 -0.633523 1.231470 0.0 0.0 0.0
H 2.580877 -1.588164 4.608664 0.0 0.0 0.0
H 0.886142 -3.175620 5.510248 0.0 0.0 0.0
H -1.157307 -3.640239 4.140126 0.0 0.0 0.0
H -1.389185 -2.506304 1.947121 0.0 0.0 0.0
H 5.309527 1.715827 0.142707 0.0 0.0 0.0
H 5.689499 0.998625 -2.216545 0.0 0.0 0.0
H 3.711402 0.323995 -3.591529 0.0 0.0 0.0
H 1.458096 0.415749 -2.549746 0.0 0.0 0.0
F -3.418189 -3.308380 0.592316 0.0 0.0 0.0
C -4.293409 -2.304565 0.569327 0.0 0.1 0.0
F -4.272598 -1.712048 1.774516 0.0 0.0 0.0
F -5.509160 -2.813034 0.372526 0.0 0.0 0.0
S -3.919125 -1.036172 -0.728987 -0.1 0.2 0.0
O -2.696836 -0.401895 -0.270407 -2.2 0.2 0.3
O -5.112053 -0.245678 -0.723712 0.0 0.0 -0.1
N -3.770411 -1.833974 -2.066327 0.0 -0.1 0.1
S -2.425097 -2.642207 -2.391865 -0.1 -0.1 0.0
O -2.734535 -3.906540 -2.977993 -0.1 0.0 0.0
O -1.467763 -2.560933 -1.325395 -0.8 -1.4 -0.8
C -1.744511 -1.669212 -3.821936 -0.1 0.1 -0.1
F -0.892781 -2.404291 -4.510770 0.0 0.0 0.0
F -2.760506 -1.326697 -4.631304 0.1 0.0 0.0
F -1.143226 -0.538130 -3.433311 -0.2 -0.1 0.1
C -0.416609 5.157012 -4.588991 0.0 0.0 0.0
C -0.109764 3.695867 -4.284661 0.1 0.0 0.1
C 1.393497 3.455115 -4.451765 0.0 0.0 -0.1
C -0.847659 2.793661 -5.273045 0.0 0.1 0.0
Sb -0.641799 2.968272 -2.262207 -0.3 0.0 -0.1
C -2.839876 3.221831 -2.238851 0.1 0.0 -0.1
C -3.389943 1.993910 -2.966480 -0.1 0.0 0.0
C -3.278265 3.151923 -0.775644 -0.1 0.0 0.0
C -3.407957 4.479642 -2.888846 0.0 0.0 0.0
C 0.039349 4.580230 -0.917988 0.0 -0.1 0.0
C -0.130208 3.993046 0.486278 0.1 0.0 0.0
C 1.528648 4.802694 -1.177949 0.0 0.0 0.0
C -0.699366 5.909215 -1.004858 0.0 0.0 0.0
H -0.139721 5.376726 -5.629434 0.0 0.0 0.0
H 0.161842 5.829991 -3.952268 0.0 0.0 0.0
H -1.472440 5.399710 -4.470667 0.0 0.0 0.0
H 1.664809 3.571180 -5.509108 0.0 0.0 0.0
H 1.687270 2.448242 -4.147099 0.0 0.0 0.0
H 1.992317 4.164482 -3.880880 0.0 0.0 0.0
H -0.464094 2.975284 -6.285121 0.0 0.0 0.0
H -1.919688 2.997627 -5.290008 0.0 0.0 0.0
H -0.706661 1.733064 -5.050996 0.0 0.0 0.0
H -3.091215 1.073454 -2.469849 0.0 -0.1 0.0
H -3.055052 1.931003 -4.002229 -0.1 0.0 0.0
H -4.485752 2.022288 -2.967081 0.0 0.0 0.0
H -2.767742 2.354845 -0.230704 0.0 0.0 0.0
H -4.352058 2.934240 -0.727434 0.0 0.0 0.0
H -3.104013 4.096195 -0.254668 0.0 0.0 0.0
H -3.316875 4.440468 -3.976686 0.0 0.0 0.0
H -2.932967 5.396964 -2.538008 0.0 0.0 0.0
H -4.479288 4.547852 -2.659289 0.0 0.0 0.0
H 0.298396 2.992085 0.567506 0.0 0.0 0.0
H -1.178325 3.917393 0.776290 0.0 0.0 0.0
H 0.367332 4.644192 1.220176 0.0 0.0 0.0
H 2.088720 3.863885 -1.217043 0.0 0.0 0.0
H 1.951170 5.413569 -0.368579 0.0 0.0 0.0
H 1.699714 5.341086 -2.112007 0.0 0.0 0.0
H -1.756032 5.803141 -0.755226 0.0 0.0 0.0
H -0.626274 6.364020 -1.994171 0.0 0.0 0.0
H -0.263345 6.614164 -0.283161 0.0 0.0 0.0
C 4.026510 -2.865157 -1.443120 0.0 0.0 0.0
C 2.548627 -2.501282 -1.169247 0.1 -0.1 0.0
C 1.980065 -3.552244 -0.209556 0.0 0.1 0.0
C 1.644627 -2.351409 -2.378515 -0.1 0.5 0.3
H 4.616849 -2.981413 -0.519001 0.0 0.0 0.0
H 4.501487 -2.093936 -2.054899 0.0 0.0 0.0
H 4.066322 -3.804144 -2.003674 0.0 0.0 0.0
H 2.586246 -1.544928 -0.616657 0.0 0.0 0.0
H 2.077791 -4.546270 -0.657709 0.0 0.0 0.0
H 0.916673 -3.380305 -0.032224 0.0 0.0 0.0
H 2.502807 -3.567427 0.755644 0.0 0.0 0.0
H 1.413474 -3.335508 -2.809241 0.0 0.0 -0.1
H 2.080059 -1.702169 -3.153427 0.2 -0.2 -0.1
```
Positions in Å, forces in eV/Å.

- Gap between HOMO and LUMO: 3.9 eV
- LUMO level: 2.0 eV
- Strongest force on any atom: 3.69 eV/A
- Multiplicity: 1
- Charge: -1

Atom charges from the Löwdin analysis, given in e for atoms 1 to 99: number 1, K, carries 0.65; number 2, C, carries -0.15; number 3, N, carries -0.14; number 4, C, carries -0.13; number 5, C, carries -0.25; number 6, C, carries -0.04; number 7, C, carries -0.08; number 8, C, carries -0.06; number 9, C, carries -0.12; number 10, N, carries 0.14; number 11, C, carries -0.12; number 12, C, carries -0.27; number 13, C, carries -0.03; number 14, C, carries -0.07; number 15, C, carries -0.05; number 16, C, carries -0.12; number 17, N, carries 0.08; number 18, C, carries -0.30; number 19, C, carries -0.03; number 20, C, carries -0.07; number 21, C, carries -0.06; number 22, C, carries -0.19; number 23, N, carries 0.11; number 24, H, carries 0.12; number 25, H, carries 0.11; number 26, H, carries 0.12; number 27, H, carries 0.12; number 28, H, carries 0.11; number 29, H, carries 0.10; number 30, H, carries 0.10; number 31, H, carries 0.09; number 32, H, carries 0.13; number 33, H, carries 0.11; number 34, H, carries 0.11; number 35, H, carries 0.10; number 36, H, carries 0.10; number 37, H, carries 0.10; number 38, H, carries 0.10; number 39, H, carries 0.10; number 40, H, carries 0.11; number 41, H, carries 0.07; number 42, F, carries 0.13; number 43, C, carries -0.66; number 44, F, carries 0.12; number 45, F, carries 0.14; number 46, S, carries 0.57; number 47, O, carries -0.49; number 48, O, carries -0.27; number 49, N, carries -0.27; number 50, S, carries 0.60; number 51, O, carries -0.26; number 52, O, carries -0.45; number 53, C, carries -0.66; number 54, F, carries 0.16; number 55, F, carries 0.12; number 56, F, carries 0.09; number 57, C, carries -0.12; number 58, C, carries -0.71; number 59, C, carries -0.14; number 60, C, carries -0.13; number 61, Sb, carries 1.65; number 62, C, carries -0.69; number 63, C, carries -0.13; number 64, C, carries -0.13; number 65, C, carries -0.12; number 66, C, carries -0.70; number 67, C, carries -0.15; number 68, C, carries -0.13; number 69, C, carries -0.12; number 70, H, carries 0.08; number 71, H, carries 0.06; number 72, H, carries 0.05; number 73, H, carries 0.08; number 74, H, carries 0.05; number 75, H, carries 0.06; number 76, H, carries 0.08; number 77, H, carries 0.06; number 78, H, carries 0.07; number 79, H, carries 0.04; number 80, H, carries 0.06; number 81, H, carries 0.09; number 82, H, carries 0.05; number 83, H, carries 0.09; number 84, H, carries 0.06; number 85, H, carries 0.06; number 86, H, carries 0.06; number 87, H, carries 0.08; number 88, H, carries 0.04; number 89, H, carries 0.06; number 90, H, carries 0.09; number 91, H, carries 0.06; number 92, H, carries 0.08; number 93, H, carries 0.06; number 94, H, carries 0.06; number 95, H, carries 0.06; number 96, H, carries 0.08; number 97, C, carries -0.12; number 98, C, carries -0.58; number 99, C, carries -0.12